Computed, not measured: one molecule with the formula C18H20ClN3O4, with ωB97M-V with the def2-TZVPD basis set.

SMILES string = COC[C@@H](C)N[C@@H](C(=O)Nc1ccc(Cl)c([N+](=O)[O-])c1)c1ccccc1
HOMO-LUMO gap = 8.41 eV
ΔE to the lowest compared entry with this formula, charge and spin = 113.4 kcal/mol
HOMO level = -8.831 eV

Positions of all 46 atoms, in Å:
C -6.13 -1.31 2.45
O -4.80 -1.45 2.02
C -4.50 -0.70 0.87
C -3.03 -0.93 0.50
C -2.82 -2.37 0.05
N -2.57 -0.03 -0.55
C -2.23 1.32 -0.12
C -0.85 1.31 0.56
O -0.51 2.15 1.37
N -0.08 0.30 0.09
C 1.22 -0.04 0.42
C 2.00 0.71 1.31
C 3.29 0.32 1.60
C 3.86 -0.81 1.02
Cl 5.46 -1.26 1.46
C 3.08 -1.56 0.13
N 3.57 -2.75 -0.54
O 4.76 -2.90 -0.66
O 2.73 -3.52 -0.94
C 1.78 -1.17 -0.16
C -2.09 2.27 -1.28
C -2.41 3.61 -1.12
C -2.25 4.50 -2.17
C -1.78 4.05 -3.39
C -1.46 2.71 -3.56
C -1.61 1.83 -2.51
H -6.84 -1.64 1.68
H -6.24 -1.93 3.33
H -6.35 -0.27 2.70
H -4.69 0.37 1.07
H -5.15 -1.00 0.03
H -2.43 -0.74 1.39
H -3.35 -2.55 -0.89
H -1.77 -2.58 -0.09
H -3.22 -3.04 0.81
H -3.26 0.01 -1.30
H -2.94 1.74 0.61
H -0.58 -0.32 -0.55
H 1.58 1.59 1.76
H 3.88 0.89 2.30
H 1.21 -1.78 -0.85
H -2.77 3.96 -0.16
H -2.50 5.54 -2.03
H -1.67 4.74 -4.22
H -1.09 2.36 -4.51
H -1.35 0.79 -2.64